Here is a single C4H9OPS2 molecule from the OMol25 dataset. Energies are from ωB97M-V/def2-TZVPD.

Cartesian coordinates (Å):
C 0.277 0.194 0.591
C -1.104 -0.572 -1.743
C 1.858 -1.198 -1.139
C -1.111 1.363 2.541
O 0.803 1.375 -1.766
P 0.527 0.053 -1.211
S 0.946 -0.522 1.868
S -1.094 1.440 0.736
H -1.251 -1.560 -1.510
H -1.820 0.184 -1.202
H -1.067 -0.396 -2.785
H 1.934 -1.653 -2.082
H 2.738 -0.721 -0.914
H 1.609 -2.022 -0.313
H -0.060 1.561 2.964
H -1.535 0.363 2.910
H -1.649 2.112 3.054

Summary:
lowest unoccupied orbital energy = -0.023 hartree
energy relative to the best compared isomer or geometry (same formula, charge and spin) = 0.00 kcal/mol
total energy = -37300.1232 eV
maximum force = 4.1 eV/Å
SMILES string = CSC(=S)P(C)(C)=O
HOMO = -8.7345 eV